[1]
Entry from the OMol25 dataset: C15H14N4O4 in the gas phase (wB97M-V/def2-TZVPD).

Element x y z (Å)
1 N 1.01 2.76 -0.15
2 C -0.23 2.25 -0.33
3 C 4.88 -2.17 -0.21
4 N -0.32 1.05 0.35
5 N 0.88 0.86 0.95
6 C 3.93 -0.04 0.37
7 N -1.22 2.73 -1.03
8 O -4.75 0.61 -1.10
9 O -3.85 -1.08 0.07
10 C -3.82 0.12 -0.51
11 H -5.57 -1.44 2.08
12 C -2.50 0.78 -0.38
13 C -1.44 0.20 0.40
14 H 4.82 -2.69 -2.29
15 C -2.32 1.99 -1.03
16 H 3.05 2.63 2.04
17 H -6.94 -1.96 1.08
18 H -4.80 -2.84 0.14
19 O -1.37 -0.82 1.05
20 H -6.32 -0.30 0.95
21 H 3.63 2.63 0.35
22 C -5.08 -1.80 0.01
23 H 4.80 -1.37 1.79
24 C 3.61 0.18 -0.96
25 C -6.04 -1.34 1.11
26 C 4.57 -1.95 -1.54
27 H 3.11 1.09 -1.28
28 O 3.64 0.83 1.41
29 H -3.15 2.39 -1.60
30 H 5.37 -3.08 0.09
31 C 3.93 -0.77 -1.91
32 C 3.05 2.06 1.10
33 H 3.69 -0.59 -2.94
34 H -5.54 -1.65 -0.97
35 H 1.07 0.03 1.50
36 C 1.65 1.92 0.61
37 C 4.56 -1.22 0.75

The value obtained for the energy above the lowest of the compared OMol25 structures with the same formula, charge and spin is 1.5737 eV. The value obtained for the maximum force is 0.90 eV/Å. The molar mass comes out at 314.30 g/mol. Its HOMO energy is -8.904 eV. Its HOMO-LUMO gap is 9.089 eV.

***

[2]
Entry from the OMol25 dataset: a molecular structure, C15H14N4O6PtS (wB97M-V/def2-TZVPD).

Element x y z (Å)
1 H 1.35 2.38 2.55
2 H -0.84 3.00 3.52
3 H 3.09 -1.54 1.54
4 Pt 0.50 -1.32 0.01
5 O 2.78 -3.84 -1.17
6 H 1.72 -1.11 -4.46
7 H -3.88 3.59 1.57
8 N -1.19 -2.62 -0.37
9 C -3.26 3.04 2.28
10 S 2.06 1.51 -0.07
11 O 1.10 -1.38 -2.12
12 C 3.29 -3.21 -2.00
13 C 0.46 2.37 1.94
14 C 0.04 -1.27 1.93
15 C -1.42 -1.09 2.29
16 N 0.87 -1.63 -4.34
17 O 1.99 1.47 -1.49
18 H -1.95 -2.01 2.06
19 C -0.87 -2.41 -2.89
20 C 0.40 -1.78 -3.09
21 N -2.40 -3.02 -4.85
22 H 3.85 0.18 1.43
23 C -1.15 -2.58 -1.54
24 C -1.92 2.70 1.69
25 C 0.53 2.01 0.60
26 C -0.60 1.99 -0.21
27 H 0.32 -1.90 -5.14
28 H -3.80 2.13 2.55
29 C -1.82 2.34 0.34
30 H -1.86 -0.30 1.68
31 H -2.70 2.34 -0.28
32 O 3.81 -2.61 -2.84
33 C 3.07 -0.52 1.18
34 C -1.73 -2.77 -3.94
35 H -3.16 3.64 3.18
36 O 3.14 2.16 0.62
37 H -0.51 1.70 -1.24
38 N 2.09 -0.16 0.46
39 H -1.51 -0.85 3.35
40 C -0.77 2.72 2.47
41 O 0.89 -1.35 2.78

The value obtained for the energy above the lowest of the compared OMol25 structures with the same formula, charge and spin is 0.0000 eV. The value obtained for the maximum force is 0.25 eV/Å. The molar mass comes out at 573.44 g/mol. Its HOMO energy is -8.578 eV. Its HOMO-LUMO gap is 7.966 eV.

***

[3]
Entry from the OMol25 dataset: a molecular structure, C15H14N5O3PtS2 (wB97M-V/def2-TZVPD).

Element x y z (Å)
1 H 2.00 4.21 -3.21
2 C -0.25 0.39 3.40
3 H 0.63 5.04 -2.55
4 N -0.76 -1.37 -1.56
5 H -3.52 1.27 3.10
6 N 1.07 4.17 -2.81
7 C 1.14 -0.45 -2.69
8 H 2.85 0.30 -3.82
9 H 1.87 -3.11 -2.72
10 C -2.42 1.07 4.95
11 H -1.11 0.79 6.61
12 O 1.44 -1.36 2.25
13 S -1.05 2.99 -1.76
14 H 0.86 0.17 5.23
15 C -1.46 -2.35 -1.02
16 S 0.92 -0.03 2.11
17 C 2.43 -0.62 -3.42
18 N 1.15 1.88 -2.75
19 C -1.20 0.76 5.54
20 C 0.49 3.03 -2.47
21 C -0.09 0.41 4.77
22 H 3.17 -1.07 -2.76
23 C -1.02 -3.67 -1.07
24 H -1.61 -4.45 -0.62
25 H 2.11 1.88 -3.07
26 C -1.35 0.52 1.34
27 C 0.19 -3.95 -1.68
28 N 0.58 0.68 -2.42
29 N -0.22 0.02 0.94
30 Pt -0.96 0.76 -1.22
31 C -1.48 0.69 2.80
32 H -3.26 1.33 5.58
33 C -2.57 1.04 3.57
34 O -2.22 0.85 0.44
35 H 2.27 -1.30 -4.26
36 C 0.42 -1.62 -2.16
37 H 0.56 -4.96 -1.72
38 C 0.93 -2.91 -2.24
39 H -2.39 -2.08 -0.54
40 O 1.84 1.05 1.91

The value obtained for the maximum force is 0.86 eV/Å. The molar mass comes out at 571.52 g/mol. As for the total charge: +1. Its HOMO energy is -11.160 eV. Its HOMO-LUMO gap is 6.973 eV.

***

[4]
Entry from the OMol25 dataset: a molecular structure, C15H15BF2N5O2SSn (wB97M-V/def2-TZVPD).

Element x y z (Å)
1 S -1.37 2.13 -0.03
2 C 2.68 -2.73 -2.57
3 H -1.04 -4.41 -2.54
4 C 4.00 0.49 -1.04
5 C -0.75 4.31 2.22
6 C -0.89 -3.55 -1.92
7 H -4.32 2.41 3.35
8 H -2.47 -1.53 0.28
9 C -4.66 2.56 2.32
10 N 1.77 0.08 -0.34
11 H -0.17 4.14 1.32
12 H -0.20 3.98 3.10
13 H -3.89 1.52 0.62
14 C -1.92 -3.04 -1.15
15 H -5.54 1.96 2.15
16 H 4.88 -0.97 -2.33
17 C 0.52 -1.79 -1.09
18 H -4.92 3.61 2.16
19 H -2.75 3.97 2.77
20 F -0.94 0.51 3.67
21 C 2.87 0.85 -0.32
22 Sn 0.04 0.39 0.85
23 O 4.90 -2.84 -3.23
24 H 1.44 -4.29 -3.21
25 H -2.90 -3.50 -1.16
26 C 1.51 -3.39 -2.62
27 F 1.18 -0.48 3.72
28 N -0.50 -1.32 -0.32
29 H -0.94 5.38 2.32
30 C 4.00 -0.67 -1.78
31 O 3.53 -4.33 -3.98
32 N -2.04 3.62 2.14
33 H 2.84 1.76 0.26
34 C 1.74 -1.07 -1.08
35 N 3.81 -3.36 -3.34
36 B 0.15 0.03 3.15
37 C -1.69 -1.93 -0.35
38 C 0.37 -2.92 -1.88
39 H 4.87 1.13 -1.01
40 C 2.85 -1.50 -1.82
41 C -2.41 2.66 1.32
42 N -3.62 2.13 1.38

The value obtained for the energy above the lowest of the compared OMol25 structures with the same formula, charge and spin is 0.1358 eV. The value obtained for the maximum force is 0.59 eV/Å. The molar mass comes out at 496.90 g/mol. As for the total charge: +3. Its HOMO energy is -18.846 eV. Its HOMO-LUMO gap is 7.992 eV.

***

[5]
Entry from the OMol25 dataset: C15H15BrO4 in the gas phase at a distorted geometry (wB97M-V/def2-TZVPD).

Element x y z (Å)
1 H 1.84 2.69 1.55
2 H -3.79 -0.27 2.14
3 C -0.53 -0.08 -0.34
4 H 0.76 2.46 0.21
5 C -3.21 -3.48 0.06
6 H 2.72 3.92 -0.44
7 C -2.09 -2.77 0.51
8 C 0.92 0.15 1.58
9 O 1.47 2.64 -2.35
10 C 1.81 0.07 -0.72
11 O 0.46 0.27 -1.23
12 C 2.72 2.23 -1.77
13 H 3.78 2.64 0.08
14 C -3.60 -1.18 1.53
15 H 2.55 0.33 -2.73
16 C -0.35 -0.30 1.01
17 C -4.72 -1.87 1.08
18 H -5.28 -3.58 -0.12
19 Br -0.37 -3.50 0.12
20 O -1.34 -0.79 1.81
21 C 2.81 2.84 -0.38
22 H 2.02 -1.00 -0.72
23 H -3.10 -4.41 -0.46
24 C 2.76 0.69 -1.71
25 O 1.12 0.18 2.81
26 H -1.50 -0.26 -0.79
27 H 0.69 2.18 -1.97
28 C -4.50 -3.04 0.34
29 C 1.97 0.70 0.65
30 H 2.96 0.52 1.04
31 C 1.76 2.22 0.56
32 H 3.55 2.52 -2.40
33 H 3.75 0.36 -1.42
34 H -5.73 -1.50 1.23
35 C -2.30 -1.58 1.25

The value obtained for the energy above the lowest of the compared OMol25 structures with the same formula, charge and spin is 0.0000 eV. The value obtained for the maximum force is 3.90 eV/Å. The molar mass comes out at 339.18 g/mol. Its HOMO energy is -8.720 eV. Its HOMO-LUMO gap is 8.951 eV.

***

[6]
Entry from the OMol25 dataset: a molecular structure, C15H15CuFNO4 (wB97M-V/def2-TZVPD).

Element x y z (Å)
1 C -3.06 -1.79 0.53
2 C 1.26 0.56 0.36
3 H 0.67 3.02 -6.74
4 O 0.58 1.20 -5.73
5 H 2.21 1.03 0.61
6 O 1.76 1.28 -3.12
7 H 1.53 1.22 -5.52
8 H -1.81 -0.91 4.25
9 O 2.91 1.77 -1.27
10 H 1.47 -2.14 2.67
11 C 1.15 0.01 2.72
12 H 1.77 0.90 2.80
13 O -0.87 -0.13 -2.46
14 C 1.95 1.27 -1.86
15 C 0.89 0.57 -0.96
16 H -0.48 1.04 3.66
17 C -0.35 -0.04 -1.31
18 H 0.49 0.06 4.76
19 C -0.95 -1.05 3.59
20 C -2.34 -1.24 -0.49
21 F -4.24 -2.39 0.28
22 H 0.39 3.15 -4.98
23 N 0.56 0.03 1.37
24 H -0.90 2.56 -6.05
25 H 2.87 -1.18 2.19
26 C -0.66 -0.58 1.12
27 H -3.24 -2.16 2.63
28 C 0.17 2.57 -5.88
29 C -1.12 -0.62 -0.20
30 H -0.49 -2.00 3.88
31 Cu 0.09 0.52 -3.90
32 H -2.69 -1.27 -1.51
33 H 2.43 -1.28 3.90
34 C -2.62 -1.74 1.85
35 C -1.42 -1.13 2.16
36 C 2.03 -1.23 2.88
37 C 0.04 0.09 3.76

The value obtained for the energy above the lowest of the compared OMol25 structures with the same formula, charge and spin is 0.0000 eV. The value obtained for the maximum force is 0.85 eV/Å. The molar mass comes out at 355.83 g/mol. Its HOMO energy is -7.498 eV. Its HOMO-LUMO gap is 7.442 eV.

***

[7]
Entry from the OMol25 dataset: a molecular structure, C15H15F5N2O6Pd at a distorted geometry (wB97M-V/def2-TZVPD).

Element x y z (Å)
1 N 2.06 0.21 3.05
2 C -0.91 0.25 -1.76
3 C -1.36 0.32 -0.38
4 H 0.95 3.39 2.64
5 F 0.02 -2.41 -0.93
6 N 1.65 2.10 1.05
7 C 1.70 -2.00 0.69
8 C 0.92 0.02 -3.57
9 C 2.96 -0.39 3.71
10 H -1.62 0.14 -3.80
11 H -5.85 -0.87 -2.40
12 F 2.10 -2.57 1.87
13 H -3.09 0.24 0.89
14 F -0.55 -2.56 1.16
15 C -5.96 0.04 -1.81
16 H 3.02 -1.48 3.63
17 H 1.66 0.77 -3.83
18 C 1.85 1.61 3.41
19 O 1.44 0.40 -1.36
20 O -0.58 0.46 0.62
21 O 5.79 -0.47 2.72
22 C 1.04 2.34 2.36
23 H 1.06 2.44 0.30
24 F 0.67 -4.09 0.25
25 C 0.43 -2.77 0.28
26 H 2.56 2.54 0.98
27 H 0.05 1.88 2.32
28 O 4.31 -0.13 0.97
29 H 1.43 -0.95 -3.60
30 H -5.91 0.91 -2.47
31 C -3.67 0.16 -1.16
32 H -6.92 0.03 -1.30
33 O -4.98 0.12 -0.79
34 C -1.91 0.17 -2.76
35 C -2.76 0.24 -0.14
36 F 2.65 -2.32 -0.25
37 C -3.25 0.13 -2.50
38 H 0.14 0.01 -4.32
39 O 2.28 2.09 4.41
40 H -3.96 0.07 -3.32
41 Pd 1.64 -0.06 0.83
42 C 4.99 -0.30 1.90
43 C 0.48 0.25 -2.14
44 H 3.44 0.08 4.56

The value obtained for the energy above the lowest of the compared OMol25 structures with the same formula, charge and spin is 0.6453 eV. The value obtained for the maximum force is 1.99 eV/Å. The molar mass comes out at 520.70 g/mol. Its HOMO energy is -7.421 eV. Its HOMO-LUMO gap is 6.169 eV.

***

[8]
Entry from the OMol25 dataset: C15H15F6N3O2 in the gas phase at a distorted geometry (wB97M-V/def2-TZVPD).

Element x y z (Å)
1 C 0.30 -2.25 -0.19
2 H -2.19 3.91 1.22
3 H 1.42 2.85 -4.05
4 C 0.28 2.69 -0.95
5 H -2.08 3.12 -2.39
6 C 0.14 -1.13 -1.03
7 H -2.51 2.03 -1.04
8 C 0.81 -0.75 1.56
9 C 0.58 0.34 0.78
10 H -0.75 4.55 -0.77
11 N -0.92 1.14 -3.69
12 H -0.50 3.86 1.55
13 F 2.75 -3.88 0.90
14 H 1.07 -0.56 2.61
15 F -0.43 -4.76 3.58
16 N 0.11 1.31 -1.44
17 F 2.03 -5.35 2.43
18 H -3.05 3.76 -1.03
19 O -1.40 0.04 -3.88
20 C 1.64 -4.43 1.48
21 C 0.32 1.20 -2.90
22 C 0.71 -2.07 1.13
23 H 1.01 0.40 -3.14
24 F 0.89 -5.07 0.51
25 F -1.10 -2.65 3.24
26 H 0.60 1.33 1.23
27 C 0.29 0.18 -0.59
28 C 0.96 2.51 -3.13
29 C -1.29 3.38 0.97
30 H 0.05 -3.22 -0.64
31 N 0.93 3.32 -2.11
32 C 0.84 -3.23 2.13
33 H 1.02 2.73 -0.13
34 O 1.64 -2.69 3.21
35 H 2.47 -2.37 2.86
36 H -0.09 -1.28 -2.08
37 C -0.96 3.50 -0.53
38 H -1.42 2.29 1.24
39 C -2.24 3.07 -1.29
40 F -1.40 -4.11 1.69
41 C -0.54 -3.73 2.67

The value obtained for the energy above the lowest of the compared OMol25 structures with the same formula, charge and spin is 0.1623 eV. The value obtained for the maximum force is 3.41 eV/Å. The molar mass comes out at 383.29 g/mol. Its HOMO energy is -8.671 eV. Its HOMO-LUMO gap is 7.822 eV.

***

[9]
Entry from the OMol25 dataset: a molecular structure, C15H15FN2O5S at a distorted geometry (wB97M-V/def2-TZVPD).

Element x y z (Å)
1 H -1.67 -0.70 1.43
2 H -7.08 -1.68 -0.61
3 H -4.29 0.41 0.70
4 C 3.32 -1.84 -1.32
5 C 1.74 1.81 0.59
6 O 0.35 -0.02 1.04
7 C 4.05 -2.98 -0.93
8 C 4.81 -2.67 0.41
9 N -2.39 -0.15 1.06
10 H -3.76 -0.80 -1.10
11 H 5.54 -1.07 1.65
12 N 1.54 0.55 1.05
13 H -3.33 -2.30 -0.16
14 C 4.23 -0.43 0.26
15 S 4.54 1.05 0.98
16 H -6.47 -0.23 0.41
17 O -5.15 -1.87 -0.12
18 C -1.91 0.91 0.61
19 C 0.28 3.42 -0.42
20 C 3.53 -0.54 -0.91
21 H 5.37 -3.71 0.79
22 O -0.84 3.91 -0.95
23 C -0.41 1.19 0.46
24 H -4.10 -0.85 1.91
25 H 3.18 3.14 0.82
26 C -3.71 -0.57 0.79
27 C 0.57 2.09 0.15
28 F 2.82 0.38 -1.47
29 C 5.03 -1.33 0.73
30 O 1.35 4.12 -0.64
31 H 3.17 2.48 -0.56
32 H -1.60 3.11 -0.80
33 H -6.09 -0.64 -1.52
34 O -2.52 1.91 -0.25
35 H 4.10 -3.95 -1.25
36 C 3.14 2.33 0.40
37 C -6.27 -1.08 -0.46
38 H 2.85 -1.92 -2.61
39 C -3.96 -1.48 -0.17

The value obtained for the energy above the lowest of the compared OMol25 structures with the same formula, charge and spin is 12.0382 eV. The value obtained for the maximum force is 13.26 eV/Å. The molar mass comes out at 354.36 g/mol. Its HOMO energy is -8.117 eV. Its HOMO-LUMO gap is 7.131 eV.

***

[10]
Entry from the OMol25 dataset: a molecular structure, C15H15GeN2O4PdS at a distorted geometry (wB97M-V/def2-TZVPD).

Element x y z (Å)
1 N 4.44 2.97 1.04
2 C -1.24 1.67 0.47
3 H -0.22 0.99 -1.98
4 C 2.78 -3.01 -2.76
5 C 3.60 1.96 1.34
6 C 1.85 -1.95 -2.09
7 H -0.80 -4.57 0.23
8 H -4.47 -2.71 -0.87
9 H 4.00 3.91 0.76
10 C -2.67 -1.44 -0.70
11 O 2.49 -3.89 -3.47
12 H -3.00 -0.50 -1.19
13 H -2.16 0.33 1.97
14 H 0.35 -2.64 0.19
15 C -2.78 -3.77 -0.11
16 C -2.67 2.41 2.19
17 C -2.00 3.95 0.55
18 H -3.26 -4.73 -0.09
19 C -2.74 3.69 1.66
20 Ge -0.26 0.39 -0.57
21 H -3.34 2.15 3.03
22 C -1.28 -1.31 -0.37
23 C -2.04 1.35 1.47
24 C -1.39 -3.70 0.03
25 N 4.12 0.79 1.71
26 H 3.96 -2.18 -1.62
27 H -0.55 3.26 -0.81
28 H -3.28 4.49 2.09
29 C -1.16 2.99 0.04
30 C -0.67 -2.51 -0.04
31 O 2.13 -1.77 -0.86
32 S 1.87 2.20 1.21
33 C -3.42 -2.66 -0.56
34 H 5.29 2.68 0.62
35 H -1.97 4.99 0.26
36 O 1.06 -1.38 -2.83
37 Pd 1.96 0.16 0.14
38 H 3.42 0.18 2.31
39 O 4.05 -2.78 -2.38

The value obtained for the maximum force is 5.48 eV/Å. The molar mass comes out at 498.39 g/mol. As for the total charge: -1. Its HOMO energy is -5.303 eV. Its HOMO-LUMO gap is 8.078 eV.

***

[11]
Entry from the OMol25 dataset: C15H15I3N2O7 in the gas phase at a distorted geometry (wB97M-V/def2-TZVPD).

Element x y z (Å)
1 O 3.21 -1.14 4.70
2 C 2.25 -2.58 2.97
3 N 1.11 -0.35 -0.58
4 O 4.17 -3.13 4.06
5 I 4.33 -1.01 1.04
6 H 1.19 5.19 -3.76
7 H 0.91 0.08 0.32
8 C 0.16 4.11 -2.17
9 I -1.53 -3.09 -0.39
10 H 2.46 -0.59 4.46
11 H -1.39 2.70 -0.26
12 C -4.37 0.72 -2.18
13 C 0.01 -3.45 2.39
14 C 0.31 1.87 -1.40
15 C -3.28 0.86 -1.13
16 H -0.11 6.09 -2.97
17 O -2.10 1.31 -1.63
18 C 3.25 -2.33 3.99
19 H 1.90 0.69 -2.23
20 H 0.25 0.04 -2.55
21 C 1.34 -2.32 0.74
22 H 0.98 2.30 -0.63
23 H -1.21 -4.53 3.69
24 C 1.05 -3.21 3.35
25 C 0.16 5.11 -3.33
26 H -0.48 4.77 -4.14
27 C 2.43 -2.15 1.65
28 C 1.44 -1.67 -0.59
29 H -5.32 0.50 -1.67
30 O -3.54 0.70 0.05
31 H -4.48 1.62 -2.79
32 H -0.99 1.06 0.09
33 H -4.08 -0.11 -2.83
34 O 1.66 -2.26 -1.62
35 H -1.78 -4.47 2.04
36 O 0.27 4.56 -1.04
37 I 0.79 -3.84 5.52
38 C 0.93 0.51 -1.78
39 O 0.23 2.77 -2.50
40 N -1.17 -4.09 2.77
41 C -1.09 1.74 -0.73
42 C 0.13 -2.95 1.10

The value obtained for the energy above the lowest of the compared OMol25 structures with the same formula, charge and spin is 0.4082 eV. The value obtained for the maximum force is 3.53 eV/Å. The molar mass comes out at 716.00 g/mol. Its HOMO energy is -8.804 eV. Its HOMO-LUMO gap is 7.596 eV.

***

[12]
Entry from the OMol25 dataset: a molecular structure, C15H15KN3O3 at a distorted geometry (wB97M-V/def2-TZVPD).

Element x y z (Å)
1 H -1.44 2.43 1.73
2 H 0.89 -0.13 -6.18
3 H -1.61 2.82 -3.22
4 C 0.07 -0.33 4.98
5 H 0.90 -2.62 1.98
6 H -1.22 3.27 3.99
7 C -0.92 1.45 -4.68
8 C 1.10 -1.46 -3.37
9 K 1.50 0.48 0.67
10 N -1.00 1.54 1.92
11 H 0.04 0.43 7.01
12 C -0.89 2.27 4.27
13 H 1.39 -3.42 4.31
14 N 0.09 -0.83 2.60
15 C -1.53 2.58 -4.28
16 H -1.95 3.26 -5.03
17 H -0.60 -1.11 -5.97
18 H 0.68 -3.02 -5.95
19 C -0.60 1.95 5.61
20 C 0.66 -1.59 5.23
21 N 0.37 -0.55 -4.17
22 O -0.50 0.71 -2.45
23 C -0.80 1.29 3.29
24 C 0.42 -0.92 -5.58
25 C 0.66 -2.01 2.86
26 H -0.75 2.71 6.38
27 C -0.16 0.68 5.96
28 O 1.28 -1.41 -2.16
29 H -1.47 0.78 1.43
30 C -0.36 0.55 -3.66
31 C -0.27 -0.01 3.63
32 H 2.17 -2.04 -6.12
33 O 1.59 -2.45 -4.16
34 C 1.25 -2.17 -5.55
35 H 0.88 -1.88 6.26
36 H -0.82 1.16 -5.73
37 C 0.95 -2.44 4.16

The value obtained for the maximum force is 1.64 eV/Å. The molar mass comes out at 324.40 g/mol. As for the total charge: +1. Its HOMO energy is -10.781 eV. Its HOMO-LUMO gap is 8.075 eV.